Entry 1:
Here is C26H71LiN6O7 as an isolated structure at a distorted geometry from the Open Molecules 2025 dataset. Energies are from ωB97M-V/def2-TZVPD.

XYZ file:
```
111
Properties=species:S:1:pos:R:3:forces:R:3:mulliken_charge:R:1
Li -2.800 -0.070 -1.273 0.6 0.2 0.6 0.651
C 0.263 -0.243 1.819 0.5 -0.2 -1.4 -0.633
C -1.006 -0.680 1.059 0.2 1.5 -0.7 0.675
O -1.760 0.338 0.471 -0.5 -0.4 0.2 -0.527
H 0.759 -1.163 2.131 0.0 0.0 0.8 -0.026
H 0.135 0.504 2.602 -0.2 -0.3 0.2 0.209
H 0.994 0.145 1.110 0.0 0.5 -0.2 -0.067
H -1.480 -1.317 1.806 -1.0 -0.3 0.1 -0.077
H -0.714 -1.295 0.207 0.7 -0.9 0.3 -0.496
C -0.136 -2.420 -2.444 1.8 -1.7 -0.3 -1.816
C -1.544 -2.872 -2.799 1.3 1.5 1.3 0.853
C -1.754 -4.402 -2.679 -0.2 1.2 -0.1 -0.635
O -3.087 -4.778 -2.978 -0.2 0.7 -1.6 -0.058
C -3.309 -5.027 -4.400 -0.5 -2.0 1.0 -1.218
N -2.381 -2.087 -1.867 -1.3 -0.7 -0.8 -0.823
H 0.612 -3.025 -2.958 0.1 -0.1 -0.9 0.456
H 0.178 -2.730 -1.448 -0.6 0.4 0.6 0.128
H 0.182 -1.390 -2.608 -0.7 0.1 0.0 0.408
H -1.758 -2.491 -3.798 -0.3 -0.3 -0.2 0.331
H -1.621 -4.705 -1.641 0.3 0.0 0.0 -0.002
H -1.020 -4.866 -3.337 0.0 -0.4 0.0 0.456
H -4.362 -5.083 -4.676 -0.3 1.2 0.5 0.357
H -3.162 -6.105 -4.458 1.0 -0.3 -0.6 0.316
H -2.752 -4.493 -5.170 0.2 0.3 0.6 0.328
H -3.226 -2.632 -1.960 -1.2 0.5 0.4 0.147
H -2.121 -2.188 -0.897 0.6 -0.5 0.3 0.403
C 1.281 6.374 -4.643 -0.2 -0.6 1.3 -1.552
C 0.762 5.466 -3.442 -0.5 0.4 -0.7 0.313
C 1.664 4.284 -3.080 0.8 0.9 0.1 -1.107
O 1.098 3.540 -2.039 -0.8 0.3 0.0 -0.128
C 1.964 2.681 -1.354 0.2 0.1 -0.5 -0.321
N 0.465 6.402 -2.318 0.0 -0.8 -0.1 -0.731
H 1.456 5.917 -5.617 0.2 -0.5 0.2 0.367
H 2.189 6.820 -4.237 0.3 0.1 -0.4 0.343
H 0.610 7.212 -4.830 -0.3 -0.2 0.3 0.378
H -0.150 4.925 -3.691 -0.4 0.5 -0.3 0.350
H 2.628 4.676 -2.757 0.5 0.1 0.2 0.479
H 1.858 3.659 -3.952 -0.1 -0.1 -0.2 0.368
H 2.681 3.215 -0.730 0.0 0.3 0.3 0.230
H 2.563 2.141 -2.087 0.0 -0.5 0.0 0.321
H 1.339 2.029 -0.744 0.2 -0.1 -0.1 -0.107
H 1.039 6.189 -1.515 0.7 -0.1 0.1 0.194
H -0.421 6.118 -1.925 -0.5 0.1 -0.2 0.382
C 5.732 1.143 -2.828 0.1 -1.4 0.9 -1.282
C 5.340 -0.032 -3.770 -1.5 1.7 0.8 0.506
C 3.972 -0.666 -3.355 1.6 -0.8 1.2 -0.706
O 4.178 -1.288 -2.067 0.7 1.2 0.1 -0.414
C 3.417 -0.776 -0.988 -1.1 -0.8 0.3 -0.308
N 5.099 0.653 -5.022 0.1 -0.2 -1.0 -0.662
H 4.916 1.807 -2.545 0.0 0.3 -0.8 0.187
H 6.601 1.620 -3.281 -0.2 0.5 0.1 0.442
H 6.049 0.776 -1.852 0.3 -0.3 0.0 0.313
H 6.192 -0.711 -3.791 -0.3 -0.5 0.1 0.280
H 3.650 -1.508 -3.968 0.1 0.3 -0.6 0.401
H 3.178 0.080 -3.324 0.1 0.2 0.0 0.237
H 3.093 0.262 -0.916 0.1 0.3 -1.3 -0.034
H 3.880 -0.846 -0.004 0.6 -0.9 -0.2 0.460
H 2.539 -1.421 -1.036 -0.5 0.4 0.8 0.193
H 4.954 -0.008 -5.771 -0.1 -0.1 -0.2 0.228
H 5.925 1.179 -5.271 0.0 0.2 -0.2 0.224
C 0.900 -4.352 2.930 1.4 -0.1 -0.3 -1.347
C -0.506 -4.860 3.086 -0.2 0.8 1.0 0.740
C -1.064 -5.626 1.889 0.9 1.4 0.2 -0.363
O -0.436 -6.892 1.699 -0.6 -0.2 -0.6 -0.364
C -1.135 -7.587 0.649 -0.3 -0.1 0.3 -0.657
N -0.536 -5.695 4.262 0.6 -1.7 0.2 -0.897
H 1.516 -5.106 2.442 0.0 0.0 -0.6 0.318
H 1.478 -4.239 3.848 -0.7 0.2 0.5 0.465
H 0.982 -3.391 2.422 -0.1 -0.2 -0.3 0.063
H -1.119 -4.010 3.384 -0.5 0.2 -0.9 0.091
H -0.811 -5.004 1.031 -0.7 0.0 -0.5 0.036
H -2.123 -5.665 2.145 -0.3 -0.5 -0.8 0.471
H -0.727 -8.563 0.384 0.5 0.0 0.8 0.300
H -1.166 -7.085 -0.318 0.1 0.7 0.2 0.122
H -2.157 -7.749 0.991 -0.2 0.0 -0.2 0.350
H -1.403 -6.208 4.325 -1.0 0.5 0.2 0.250
H -0.045 -6.472 3.844 1.1 -0.8 0.8 0.364
C -4.219 -0.946 3.834 -0.5 -2.6 1.9 -1.359
C -4.149 0.517 3.890 1.9 1.6 -0.9 0.199
C -2.735 0.980 4.493 -2.4 -0.1 -0.7 0.088
O -2.757 0.513 5.797 1.5 1.0 2.1 -0.374
C -2.082 1.389 6.744 -0.8 -1.7 0.6 -0.755
N -4.223 0.943 2.512 -0.5 0.2 -0.2 -0.740
H -4.298 -1.386 4.829 0.6 0.2 0.6 0.402
H -3.332 -1.414 3.407 0.0 0.2 -0.4 0.062
H -5.122 -1.426 3.457 -0.1 0.7 -1.0 0.404
H -4.962 0.970 4.458 0.1 0.0 0.3 0.340
H -2.655 2.066 4.454 -0.3 0.3 0.1 0.483
H -1.893 0.631 3.895 0.1 -0.6 -0.1 -0.178
H -1.089 1.727 6.447 -0.2 0.1 -0.3 0.293
H -1.988 0.794 7.652 0.5 -0.4 -0.1 0.297
H -2.718 2.172 7.158 -0.2 0.6 -0.9 0.282
H -3.964 1.912 2.397 0.0 -0.1 0.0 0.366
H -3.532 0.381 2.036 0.3 0.3 -0.9 0.229
C -2.014 3.561 2.062 0.5 0.7 1.1 -1.571
C -1.098 4.205 1.006 0.2 -1.4 -1.2 0.606
C 0.385 4.317 1.490 -1.3 -0.8 1.8 -0.921
O 1.259 5.020 0.686 1.5 0.9 -0.6 -0.125
C 2.479 5.362 1.382 -1.1 0.5 -0.3 -0.939
N -1.270 3.402 -0.239 0.1 0.9 0.6 -0.672
H -2.135 4.213 2.927 0.1 0.5 0.1 0.554
H -1.603 2.665 2.527 0.1 -0.3 -0.6 -0.026
H -3.040 3.356 1.756 0.4 0.1 -0.7 0.474
H -1.470 5.203 0.771 0.1 0.3 0.2 0.207
H 0.823 3.356 1.760 -0.2 -0.8 -0.6 0.321
H 0.355 4.736 2.496 -0.2 0.9 0.3 0.560
H 2.229 6.067 2.174 -0.1 -0.1 0.4 0.347
H 3.155 5.920 0.734 -0.2 -0.3 -0.4 0.265
H 3.002 4.510 1.817 -0.1 -0.3 -0.1 0.352
H -0.495 3.533 -0.874 0.0 0.1 -0.1 0.235
H -1.359 2.421 -0.014 0.0 -0.5 0.2 0.164
```
Forces are in eV/Å.

## Properties
Total charge   -1
LUMO energy (alpha / beta)   2.292 / 2.279 eV
Spin multiplicity   2
Highest occupied orbital energy (alpha / beta)   0.009 / -0.193 hartree

Entry 2:
Here is a 8-piece molecular cluster, C26H72ClN6O11 overall at a distorted geometry from the Open Molecules 2025 dataset. Energies are from ωB97M-V/def2-TZVPD.

XYZ file:
```
116
Properties=species:S:1:pos:R:3:forces:R:3:mulliken_charge:R:1
Cl 10.916 -0.957 -11.556 1.0 -0.3 0.6 1.407
O 9.960 -1.422 -12.512 -0.2 0.0 -0.7 -0.696
O 12.151 -1.717 -11.666 -0.3 0.3 -0.3 -0.566
O 11.189 0.446 -11.728 0.1 0.2 -0.4 -0.745
O 10.378 -1.163 -10.236 -0.4 0.0 0.7 -0.818
C 11.833 -5.077 -12.313 1.3 -0.2 -0.4 -1.397
C 10.479 -5.505 -11.746 0.3 0.8 -1.5 0.425
C 10.237 -4.771 -10.459 -0.6 0.2 0.4 0.043
O 8.905 -4.998 -9.978 0.8 0.0 0.3 -0.417
C 8.811 -4.587 -8.630 1.6 -0.6 0.2 -0.709
N 9.433 -5.247 -12.744 0.4 -0.6 -1.7 -0.198
H 12.629 -5.050 -11.561 0.0 0.0 0.1 0.350
H 11.887 -4.127 -12.852 -0.7 0.4 0.7 0.156
H 12.199 -5.720 -13.124 -0.2 -0.6 0.3 0.419
H 10.500 -6.588 -11.603 -0.1 0.0 0.4 0.338
H 10.388 -3.685 -10.549 -0.1 -0.1 -0.4 -0.500
H 11.033 -5.083 -9.769 -0.3 -0.3 0.4 0.589
H 7.798 -4.468 -8.265 -0.1 0.1 -0.4 0.201
H 9.432 -3.702 -8.445 -0.5 0.4 -0.1 0.168
H 9.327 -5.334 -8.006 -0.3 -0.2 0.2 0.372
H 9.582 -5.934 -13.496 -0.4 -0.8 0.7 0.332
H 9.726 -4.503 -13.384 -0.3 1.0 1.1 -0.160
C 6.661 -1.100 -10.600 -1.2 0.5 0.8 -1.902
C 6.889 -2.601 -10.532 0.1 0.5 -0.2 1.595
C 5.692 -3.506 -10.137 1.7 0.1 0.4 -1.038
O 6.269 -4.826 -10.081 -1.0 -0.1 0.8 -0.040
C 5.549 -5.615 -9.156 -1.8 -0.1 -1.1 -1.049
N 7.372 -3.117 -11.812 -0.3 1.5 -0.3 0.499
H 5.950 -0.783 -11.371 -0.1 -0.1 0.0 0.399
H 7.572 -0.515 -10.730 0.3 -0.4 -0.2 0.290
H 6.296 -0.790 -9.610 -0.3 0.3 -0.2 0.473
H 7.641 -2.596 -9.737 0.2 -1.1 -0.2 -0.459
H 4.860 -3.439 -10.846 0.0 -0.1 -0.2 0.207
H 5.306 -3.251 -9.145 0.0 0.2 0.1 0.421
H 5.701 -6.695 -9.192 1.3 0.2 -0.1 0.231
H 4.499 -5.623 -9.495 -0.3 0.4 0.3 0.358
H 5.532 -5.260 -8.122 0.4 0.1 0.1 0.402
H 6.635 -2.765 -12.437 -0.3 -0.8 -0.2 0.126
H 8.057 -2.433 -12.145 0.7 -0.6 0.4 -0.326
C 15.150 -3.888 -7.779 0.2 -0.5 -0.1 -1.789
C 14.391 -2.803 -8.546 0.9 -0.5 0.0 1.250
C 15.126 -2.435 -9.833 0.3 -0.4 -0.4 -0.611
O 16.503 -2.095 -9.672 -1.2 1.0 0.4 -0.477
C 16.753 -0.673 -9.606 1.0 -1.7 -0.7 -0.526
N 13.102 -3.377 -8.918 -0.4 0.5 -0.3 -0.320
H 15.272 -4.745 -8.449 -0.1 0.0 -0.1 0.350
H 14.538 -4.263 -6.957 0.0 0.2 0.1 0.401
H 16.155 -3.653 -7.422 -0.1 0.4 0.0 0.345
H 14.353 -1.896 -7.933 -0.4 0.0 0.1 -0.161
H 14.563 -1.673 -10.381 0.1 0.2 0.1 0.470
H 15.160 -3.299 -10.507 -0.3 -0.2 0.2 0.158
H 16.246 -0.138 -10.410 -0.1 0.0 0.0 0.199
H 17.818 -0.767 -9.834 0.1 1.2 0.2 0.319
H 16.577 -0.192 -8.643 -0.1 -0.2 0.1 0.214
H 12.954 -3.214 -9.911 -0.2 0.0 0.0 -0.073
H 12.319 -2.910 -8.464 0.2 -0.2 0.1 0.309
C 11.693 -0.493 -19.340 -0.4 1.1 0.3 -1.508
C 11.591 -0.067 -17.876 -0.2 -1.4 0.5 0.968
C 12.763 0.685 -17.289 1.1 0.1 -0.2 -1.001
O 12.702 0.812 -15.879 0.1 0.2 0.1 -0.090
C 12.894 -0.373 -15.118 -0.7 -0.2 -0.1 -0.243
N 10.359 0.679 -17.632 -0.2 0.4 0.7 -0.832
H 12.396 -1.295 -19.549 0.2 0.2 0.1 0.357
H 11.899 0.423 -19.899 0.1 -0.3 -0.4 0.329
H 10.691 -0.828 -19.610 0.1 -0.1 -0.2 0.377
H 11.562 -1.016 -17.320 0.0 0.0 0.1 0.007
H 12.900 1.706 -17.656 -0.6 0.1 -0.1 0.343
H 13.711 0.216 -17.586 -0.1 -0.4 0.1 0.383
H 12.059 -1.054 -15.300 0.1 -0.2 0.1 0.187
H 12.838 -0.117 -14.061 0.1 0.2 0.0 -0.239
H 13.834 -0.888 -15.327 0.1 0.2 -0.2 0.333
H 10.484 1.117 -16.718 0.1 0.4 -0.2 0.321
H 9.586 0.059 -17.405 0.0 -0.3 -0.5 0.281
C 15.528 2.983 -14.031 0.1 0.9 -0.9 -1.677
C 14.488 2.579 -13.003 0.8 -0.3 0.4 1.409
C 14.536 3.166 -11.577 -0.7 1.2 -1.0 -0.840
O 15.798 2.961 -11.000 -0.2 -0.6 0.5 -0.285
C 15.821 3.191 -9.612 0.7 -1.0 0.3 -0.686
N 13.144 2.732 -13.564 0.1 -0.4 0.4 -0.923
H 15.373 3.983 -14.452 -0.4 0.1 0.2 0.364
H 15.400 2.309 -14.883 0.1 -0.1 0.0 0.301
H 16.588 2.998 -13.776 -0.2 -0.5 0.6 0.375
H 14.723 1.519 -12.826 -0.1 -0.2 0.2 -0.063
H 13.629 2.750 -11.115 0.6 -0.6 0.7 0.363
H 14.358 4.248 -11.466 -0.2 0.1 -0.8 0.383
H 16.873 3.143 -9.326 0.0 0.5 0.0 0.287
H 15.391 2.358 -9.043 -0.5 0.0 -0.2 0.181
H 15.356 4.117 -9.266 0.0 0.2 -0.3 0.301
H 13.122 2.286 -14.479 0.1 0.2 0.0 0.371
H 12.558 2.109 -13.008 -0.3 0.3 0.0 0.211
C 5.256 -6.295 -15.438 -0.4 -0.2 0.4 -1.476
C 6.430 -5.609 -14.648 -0.4 -1.2 -1.9 0.231
C 6.633 -4.242 -15.289 0.2 1.4 1.9 -1.057
O 7.600 -3.427 -14.601 0.9 -0.9 -1.1 0.178
C 8.031 -2.319 -15.353 -0.3 0.9 0.5 -0.872
N 6.169 -5.667 -13.223 -1.5 0.5 -0.4 -0.343
H 5.419 -7.375 -15.425 0.1 0.0 -0.4 0.386
H 5.045 -5.932 -16.447 0.5 -0.1 -0.1 0.379
H 4.292 -6.210 -14.924 0.1 0.5 0.2 0.360
H 7.271 -6.255 -14.921 0.4 0.4 0.4 0.142
H 5.748 -3.608 -15.117 -0.6 -0.6 -0.8 0.357
H 6.898 -4.340 -16.344 -0.2 -0.1 0.0 0.451
H 8.803 -1.815 -14.772 0.1 -0.2 0.1 0.139
H 7.227 -1.579 -15.467 -0.2 0.0 0.0 0.366
H 8.414 -2.479 -16.367 0.0 -0.7 0.0 0.322
H 5.640 -6.533 -13.089 0.7 -0.4 0.2 0.306
H 5.329 -5.071 -13.193 0.5 0.6 0.8 0.225
C 12.139 -1.033 -5.504 -0.9 0.0 0.8 -1.346
C 11.722 -0.725 -6.919 0.4 -1.3 -0.2 0.125
O 10.946 -1.806 -7.456 0.0 0.6 0.1 -0.467
H 12.560 -0.137 -5.044 0.3 -0.1 0.0 0.386
H 12.793 -1.899 -5.394 0.3 0.2 -0.4 0.261
H 11.274 -1.313 -4.892 -0.2 0.2 -0.1 0.344
H 12.645 -0.722 -7.510 -0.1 0.8 -0.1 0.017
H 11.121 0.182 -7.014 0.4 0.2 0.2 0.427
H 10.756 -1.454 -8.339 -0.4 -0.6 -0.4 0.269
```
Forces are in eV/Å.

## Properties
Total charge   -1
LUMO energy   2.478 eV
Spin multiplicity   1
Highest occupied orbital energy   -0.205 hartree